The following is a quantum chemistry calculation of a 10-piece molecular cluster, C50H110N10O10 overall in a non-equilibrium geometry, from OMol25.

For the HOMO energy, the calculation gives -8.5 eV. The value obtained for the largest force on an atom is 0.079 Eh/bohr. Its frontier orbital gap is 0.317 hartree. As for the SMILES: COCCNCCOC.COCCNCCOC.COCCNCCOC.COCCNCCOC.COCCNCCOC.CCCC#N.CCCC#N.CCCC#N.CCCC#N.CCCC#N.

XYZ file:
```
180
Properties=species:S:1:pos:R:3:forces:R:3:mulliken_charge:R:1
C -5.790 2.376 -0.602 0.2 0.2 -0.6 -0.1658
O -5.878 1.016 -0.908 1.7 -0.3 0.0 -0.0742
C -6.778 0.155 -0.221 2.1 1.2 -0.6 -0.7069
C -7.939 0.032 -1.072 -2.8 -1.5 0.1 -0.3544
N -8.907 -0.795 -0.297 1.4 -1.3 -2.2 -0.3892
C -9.754 -0.028 0.490 -1.2 1.2 0.4 -0.3296
C -10.985 -0.809 0.883 -0.8 -0.6 1.7 -0.5975
O -11.491 -0.499 2.189 -0.5 0.2 0.2 -0.3981
C -12.049 0.808 2.375 1.0 -0.7 0.2 -0.6518
H -5.081 2.690 0.164 -0.4 -0.6 1.2 -0.1118
H -6.803 2.752 -0.457 0.2 0.7 0.0 0.4208
H -5.224 2.831 -1.414 -0.8 0.2 -0.7 -0.0771
H -7.041 0.536 0.766 0.3 -0.2 0.3 0.4148
H -6.260 -0.803 -0.269 0.0 -0.2 0.9 0.2537
H -7.715 -0.535 -1.976 0.1 0.6 -0.3 0.2806
H -8.444 0.983 -1.242 0.3 0.0 -0.5 0.3077
H -8.328 -1.378 0.291 -0.2 -0.5 0.1 0.3080
H -10.048 0.805 -0.150 -0.2 0.4 0.4 0.2593
H -9.204 0.344 1.354 -0.5 0.4 0.6 0.1883
H -10.764 -1.871 0.986 0.4 0.0 -0.1 0.3191
H -11.824 -0.801 0.187 0.1 0.5 -0.5 0.3471
H -12.683 0.843 3.261 -0.3 -0.6 -0.2 0.2486
H -12.597 1.113 1.484 0.1 0.4 0.0 0.3090
H -11.219 1.447 2.677 0.0 0.7 -0.6 0.2344
C 8.954 -1.829 -7.305 -0.6 0.3 0.6 -0.7647
O 8.890 -0.462 -6.863 1.0 -0.7 -1.7 -0.3147
C 7.656 0.009 -6.436 0.3 0.5 0.4 -0.3422
C 7.883 1.385 -5.815 0.4 -0.4 -0.4 -0.8113
N 6.647 2.021 -5.451 0.3 0.2 1.4 -0.2909
C 5.665 2.342 -6.464 -0.7 -2.0 0.8 -0.6587
C 4.498 3.198 -5.970 1.0 0.6 -0.4 -0.6929
O 3.824 2.613 -4.914 -0.8 -2.3 1.8 -0.2849
C 2.506 3.073 -4.486 2.1 0.8 -1.5 -0.6525
H 8.081 -2.155 -7.870 -0.2 0.4 -0.2 0.3126
H 8.973 -2.484 -6.434 0.3 -0.1 0.2 0.3017
H 9.825 -2.016 -7.933 0.1 0.4 0.2 0.2601
H 7.393 -0.634 -5.596 -1.0 -0.2 0.0 0.3021
H 6.854 0.131 -7.164 0.1 -0.8 -0.6 0.3759
H 8.467 2.090 -6.408 0.3 -0.4 -0.2 0.3911
H 8.416 1.057 -4.923 0.3 1.1 0.3 0.3075
H 6.269 1.303 -4.849 -0.9 0.5 0.5 0.2243
H 5.151 1.401 -6.665 -0.3 -0.3 -0.7 0.3316
H 6.095 2.654 -7.416 0.1 0.5 0.2 0.4995
H 3.912 3.207 -6.889 -0.6 1.0 0.1 0.3519
H 4.926 4.122 -5.582 -0.3 0.7 -0.6 0.3794
H 1.827 2.860 -5.311 -0.4 0.3 0.2 0.3288
H 2.681 4.136 -4.321 -0.8 0.3 0.0 0.2900
H 2.175 2.643 -3.541 0.5 -0.5 -0.2 0.1415
C 0.121 -3.964 -3.166 1.5 -0.4 -0.7 -0.7531
O 1.116 -4.758 -2.450 -1.5 0.8 -0.7 -0.2012
C 0.889 -6.140 -2.665 -0.4 -0.3 0.5 -0.8875
C 1.250 -6.847 -1.409 -0.2 -0.6 1.2 0.1078
N 0.289 -6.695 -0.285 0.1 -0.3 -1.2 -0.2367
C 0.376 -7.737 0.781 0.0 2.3 -0.3 -1.0295
C 1.701 -7.614 1.602 -2.4 -1.7 0.4 -0.1748
O 2.618 -8.202 0.783 3.9 -0.1 -1.0 -0.3259
C 4.001 -8.027 1.171 0.6 -0.2 0.3 -0.8649
H 0.486 -2.939 -3.230 -0.3 0.1 0.8 0.1168
H -0.905 -4.088 -2.820 0.2 0.2 0.4 0.3691
H 0.142 -4.247 -4.218 -0.1 -0.4 -0.2 0.3573
H 1.536 -6.568 -3.431 0.0 0.4 -0.5 0.2997
H -0.151 -6.382 -2.882 -0.2 0.3 -0.3 0.4396
H 2.191 -6.372 -1.132 0.6 -0.6 0.1 -0.3527
H 1.346 -7.911 -1.622 0.4 0.0 0.1 0.4915
H 0.438 -5.727 -0.038 -0.4 -0.1 1.0 0.2045
H 0.174 -8.668 0.251 1.0 -0.3 0.2 0.4085
H -0.520 -7.665 1.397 0.1 0.5 0.4 0.3476
H 1.641 -8.274 2.468 -0.4 0.2 0.7 0.4492
H 1.919 -6.614 1.976 0.0 0.4 -0.4 0.2612
H 4.245 -7.900 2.226 -1.1 0.1 0.5 0.3778
H 4.536 -7.183 0.735 -0.6 0.3 -0.6 0.2397
H 4.653 -8.875 0.958 -0.7 -0.5 -0.7 0.3533
C 7.373 3.118 7.338 0.8 0.7 0.0 -0.6809
O 6.386 2.146 7.258 -1.5 -0.3 -0.4 -0.3359
C 5.124 2.601 6.684 0.9 -0.5 0.8 -0.2481
C 4.273 1.378 6.468 -0.2 -0.1 0.5 -0.7265
N 2.904 1.723 6.022 0.6 -1.2 -1.6 -0.1411
C 2.322 0.556 5.271 0.9 0.7 0.9 0.0299
C 0.849 0.568 5.234 -2.7 0.6 -1.2 -1.0094
O 0.204 -0.159 4.132 0.2 -0.4 1.6 -0.2713
C 0.534 0.091 2.798 1.4 0.5 0.3 0.1407
H 8.379 2.717 7.218 -0.1 -0.6 -0.2 0.2520
H 7.425 3.592 8.318 -0.5 0.3 0.1 0.2486
H 7.269 3.859 6.546 -0.1 0.3 0.0 0.2845
H 5.351 3.119 5.753 -0.2 0.1 -0.1 0.1995
H 4.553 3.251 7.347 0.4 0.5 0.3 0.3059
H 4.226 0.777 7.377 0.1 0.2 0.5 0.3378
H 4.871 0.729 5.828 -0.7 0.0 -0.8 0.3461
H 2.302 2.063 6.758 0.2 -0.3 0.3 0.2398
H 2.597 -0.377 5.762 0.5 -0.2 -0.2 0.1702
H 2.716 0.602 4.256 0.2 -0.2 0.1 0.1242
H 0.427 1.572 5.212 0.4 0.6 -0.4 0.4157
H 0.365 0.199 6.138 0.3 -0.6 -0.1 0.3370
H 1.612 0.067 2.640 0.3 -0.3 0.0 -0.0795
H 0.303 1.106 2.476 -0.8 0.1 -0.2 0.0998
H 0.120 -0.718 2.196 -0.3 0.4 0.0 0.0225
C -3.705 3.906 2.894 0.0 -2.4 0.1 -0.1689
O -3.723 2.874 3.914 -0.2 -0.1 0.7 -0.5080
C -3.200 1.576 3.622 0.9 0.1 -1.8 -0.6060
C -4.041 0.772 2.640 -1.9 -1.0 -0.3 0.3418
N -4.010 -0.704 2.717 2.4 -0.4 1.3 -0.3495
C -2.601 -1.201 2.620 -1.2 -1.1 0.4 0.7717
C -2.562 -2.779 2.548 -1.0 1.5 -1.0 -0.9215
O -3.461 -3.250 1.471 0.5 1.2 1.6 -0.2461
C -3.325 -4.610 1.146 1.1 0.2 -0.4 -0.6019
H -3.817 4.885 3.361 0.2 -0.3 0.0 0.3351
H -4.508 3.694 2.188 -0.3 0.4 0.0 0.1574
H -2.791 3.743 2.323 0.4 0.7 0.0 -0.0927
H -2.992 0.972 4.506 -0.3 0.6 0.3 0.3791
H -2.279 1.683 3.049 0.8 0.4 0.5 0.0478
H -3.842 0.993 1.591 0.1 0.9 -0.1 -0.1718
H -5.038 1.100 2.934 -0.5 -0.1 -0.6 0.3886
H -4.477 -1.237 1.997 -0.6 0.7 -0.3 0.4151
H -2.020 -0.888 3.488 -0.1 -0.2 0.3 0.1381
H -2.049 -0.770 1.786 -0.2 0.0 -0.6 -0.7307
H -2.865 -3.199 3.507 -0.1 -0.1 0.0 0.3939
H -1.514 -2.993 2.341 0.0 -0.6 -0.2 0.4098
H -3.826 -4.778 0.193 0.0 0.0 0.1 0.2958
H -3.653 -5.346 1.881 -0.4 0.3 0.3 0.2924
H -2.253 -4.759 1.016 0.2 -0.6 -0.3 0.0958
C 3.283 -2.150 1.404 1.5 -0.2 -0.2 -0.6142
C 3.679 -3.070 0.243 -0.8 0.0 -0.8 -0.3471
C 4.388 -4.380 0.550 0.4 -0.9 -0.8 0.9677
C 4.664 -4.648 1.905 -0.5 0.5 -1.3 0.1400
N 4.868 -4.855 2.989 0.7 -0.7 3.5 -0.4991
H 2.605 -1.335 1.149 -0.4 -0.5 -0.2 -0.2336
H 4.199 -1.628 1.681 0.1 0.0 0.6 0.3161
H 2.960 -2.774 2.237 -0.3 0.4 0.1 0.4617
H 4.361 -2.616 -0.475 -0.6 0.6 -0.1 0.3158
H 2.767 -3.390 -0.262 0.0 0.3 -0.4 0.1509
H 5.357 -4.490 0.065 0.1 0.4 -0.3 0.3467
H 3.859 -5.265 0.197 -0.4 0.2 -0.2 -1.0252
C 2.858 4.226 3.619 0.8 -0.6 -1.1 -0.2809
C 3.923 4.427 2.442 -1.1 1.0 1.4 -0.6219
C 4.118 3.137 1.706 0.0 -0.7 0.0 -0.4229
C 2.943 2.631 1.017 0.6 0.5 -0.2 0.1043
N 2.104 2.163 0.401 -1.0 -0.2 -0.3 -0.1994
H 2.177 5.025 3.913 0.6 0.5 -0.1 0.3838
H 3.400 3.807 4.466 -0.3 0.2 0.2 -0.1000
H 2.176 3.436 3.306 -0.1 -0.2 -0.1 -0.1532
H 4.884 4.734 2.855 0.0 -0.1 0.2 0.3891
H 3.674 5.236 1.755 -0.3 -0.1 -0.1 0.3619
H 4.307 2.328 2.412 0.6 0.0 0.2 0.1342
H 4.931 3.206 0.983 0.0 -0.2 0.0 0.4329
C -0.273 5.770 1.044 -1.2 1.7 1.4 -1.1442
C -0.016 5.170 -0.268 1.2 -0.7 -2.2 -0.6834
C -0.748 3.896 -0.705 -0.8 0.4 0.4 1.4999
C -2.099 4.208 -1.242 0.5 -0.2 0.2 -0.0359
N -3.154 4.445 -1.630 0.0 0.0 0.0 -0.6458
H -0.077 6.841 0.992 0.4 0.1 0.0 0.4009
H 0.268 5.433 1.929 0.1 -0.6 -0.3 0.1441
H -1.330 5.794 1.306 -0.2 -0.4 0.0 0.3219
H 1.049 4.983 -0.401 0.2 -0.3 0.3 0.3906
H -0.179 5.847 -1.107 -0.3 0.6 0.3 0.4139
H -0.931 3.253 0.156 0.3 -0.4 -0.1 -0.5126
H -0.162 3.401 -1.479 -0.2 -0.3 0.2 -0.1980
C 0.520 0.228 -1.367 -1.2 -0.7 -2.2 -1.1876
C -0.839 0.217 -0.682 0.1 -0.1 3.3 1.0576
C -2.136 0.511 -1.411 0.4 0.2 -2.6 1.2254
C -2.464 -0.379 -2.518 -0.8 -2.3 -1.6 -0.3916
N -2.862 -1.060 -3.376 0.9 1.1 1.5 -0.6981
H 0.448 -0.551 -2.126 0.1 -0.3 -0.3 0.2454
H 1.436 -0.040 -0.841 -0.5 0.6 0.6 0.1358
H 0.598 1.124 -1.983 0.5 0.3 0.3 0.0543
H -0.827 0.901 0.166 0.1 0.8 -0.1 -0.4232
H -0.903 -0.669 -0.051 -0.3 -0.7 -0.6 0.5806
H -1.979 1.406 -2.013 0.1 0.8 0.3 -0.5599
H -3.141 0.656 -1.013 0.4 0.0 1.4 -0.1126
C -2.908 1.209 -6.185 0.4 1.0 1.1 -1.5436
C -3.262 1.897 -4.771 -0.2 -0.5 -1.7 0.4140
C -4.157 3.180 -4.790 0.8 -0.1 -0.6 0.0920
C -3.979 3.940 -6.042 -0.4 0.1 -0.3 -0.0421
N -3.884 4.516 -7.037 0.1 -0.3 0.6 -0.4404
H -2.205 1.894 -6.659 -0.4 0.3 -0.5 0.4162
H -3.718 0.960 -6.871 -0.1 0.2 0.3 0.3469
H -2.271 0.334 -6.057 -0.4 -0.3 0.5 0.3849
H -2.275 2.207 -4.428 -0.1 -0.2 0.6 -0.0046
H -3.752 1.166 -4.128 0.4 0.2 0.1 0.0324
H -3.846 3.854 -3.992 -0.1 -0.1 0.2 0.0320
H -5.212 2.955 -4.632 0.0 0.0 -0.2 0.2824
```
Positions in Å, forces in eV/Å.